{
  "formula": "C5H10O",
  "method": "ωB97M-V/def2-TZVPD",
  "species": ["C", "C", "C", "C", "O", "C", "H", "H", "H", "H", "H", "H", "H", "H", "H", "H"],
  "xyz": [[-1.19, 0.13, -0.96], [-0.41, -0.38, 0.26], [-1.05, 0.04, 1.59], [1.03, 0.11, 0.24], [1.50, 0.69, 1.20], [1.99, -0.15, -0.89], [-0.75, -0.22, -1.90], [-1.21, 1.22, -0.97], [-2.23, -0.22, -0.93], [-0.36, -1.48, 0.20], [-1.08, 1.13, 1.66], [-0.45, -0.32, 2.43], [-2.07, -0.35, 1.67], [1.79, -1.03, -1.52], [2.10, 0.73, -1.54], [2.90, -0.16, -0.27]],
  "lowdin_charge": [-0.068, -0.369, -0.078, -0.434, 0.062, -0.016, 0.075, 0.089, 0.080, 0.148, 0.087, 0.081, 0.080, 0.085, 0.089, 0.089],
  "lumo_energy_ev": 1.0,
  "orbital_gap_ev": 10.52,
  "spin_multiplicity": 1,
  "relative_energy_kj_mol": 23.0,
  "energy_ev": -7394.52677
}

---

{
  "formula": "C24H45CoNP2Si",
  "method": "ωB97M-V/def2-TZVPD",
  "species": ["P", "P", "C", "C", "H", "H", "H", "H", "C", "H", "H", "H", "C", "H", "H", "H", "C", "H", "H", "H", "C", "H", "H", "H", "Co", "C", "C", "C", "C", "C", "C", "C", "C", "C", "H", "H", "H", "H", "H", "H", "H", "H", "H", "H", "H", "H", "H", "H", "H", "C", "Si", "C", "C", "N", "C", "C", "C", "C", "C", "C", "H", "H", "H", "H", "H", "H", "H", "H", "H", "H", "H", "H", "H", "H"],
  "xyz": [[-0.89, 1.93, -0.33], [0.08, 0.36, -2.49], [-0.19, 2.92, -1.79], [-0.29, 2.14, -3.06], [0.87, 3.10, -1.55], [-0.73, 3.87, -1.79], [-1.30, 2.13, -3.51], [0.43, 2.47, -3.83], [1.89, 0.44, -2.12], [2.29, -0.58, -2.22], [2.05, 0.77, -1.09], [2.46, 1.10, -2.80], [0.17, -0.38, -4.15], [0.89, 0.18, -4.75], [-0.80, -0.34, -4.66], [0.49, -1.42, -4.07], [0.20, 2.90, 0.82], [0.11, 2.46, 1.83], [-0.14, 3.96, 0.80], [1.26, 2.85, 0.50], [-2.43, 2.85, 0.00], [-3.31, 2.24, -0.14], [-2.50, 3.71, -0.68], [-2.46, 3.21, 1.03], [-0.98, 0.06, -0.80], [3.13, 1.42, 1.96], [3.87, 2.52, 2.10], [3.76, 3.54, 3.20], [2.98, 3.02, 4.44], [1.52, 2.85, 4.21], [0.84, 1.73, 3.92], [1.35, 0.41, 3.39], [2.82, 0.38, 3.00], [-2.76, -0.07, 0.30], [2.69, 1.20, 0.96], [4.63, 2.78, 1.36], [3.23, 4.44, 2.83], [4.76, 3.85, 3.54], [3.41, 2.09, 4.81], [3.06, 3.75, 5.28], [0.93, 3.77, 4.33], [-0.21, 1.67, 4.21], [0.78, 0.10, 2.50], [1.15, -0.35, 4.16], [3.45, 0.52, 3.87], [3.09, -0.62, 2.61], [-3.60, 0.32, -0.30], [-2.76, 0.41, 1.30], [-2.95, -1.14, 0.44], [1.07, -2.55, 1.10], [-0.19, -3.23, -0.10], [0.59, -4.41, -1.34], [-1.20, -4.43, 0.96], [-1.06, -1.97, -0.96], [-2.12, -2.34, -1.77], [-2.59, -1.41, -2.76], [-3.54, -1.83, -3.70], [-4.32, -2.95, -3.42], [-4.03, -3.74, -2.32], [-2.82, -3.58, -1.66], [1.54, -3.39, 1.63], [0.61, -1.90, 1.85], [1.87, -1.99, 0.59], [1.24, -5.14, -0.85], [-0.19, -4.97, -1.86], [1.18, -3.87, -2.08], [-2.20, -4.05, 1.21], [-1.31, -5.39, 0.45], [-0.67, -4.64, 1.90], [-2.21, -0.34, -2.78], [-3.67, -1.28, -4.63], [-5.18, -3.20, -4.05], [-4.70, -4.53, -1.99], [-2.44, -4.37, -1.03]],
  "lowdin_charge": [0.769, 0.775, -0.400, -0.356, 0.070, 0.075, 0.090, 0.089, -0.218, 0.049, 0.009, 0.059, -0.238, 0.050, 0.043, 0.054, -0.219, 0.013, 0.071, 0.032, -0.239, 0.013, 0.044, 0.054, 0.044, -0.130, -0.120, -0.187, -0.199, -0.117, -0.136, -0.195, -0.195, -0.175, 0.093, 0.107, 0.113, 0.113, 0.099, 0.117, 0.109, 0.110, 0.087, 0.121, 0.096, 0.107, 0.001, -0.002, -0.007, -0.181, 0.393, -0.180, -0.194, -0.170, -0.379, -0.095, -0.109, -0.132, -0.099, -0.056, 0.040, 0.014, 0.020, 0.032, 0.029, 0.017, 0.030, 0.028, 0.027, 0.066, 0.098, 0.093, 0.102, 0.061],
  "lumo_energy_ev": [0.2, -1.1],
  "s2": 3.78,
  "orbital_gap_ev": [6.17, 5.46],
  "spin_multiplicity": 4,
  "relative_energy_kj_mol": 174.1,
  "energy_ev": -91184.21187
}

---

{
  "formula": "C12H22NS",
  "method": "ωB97M-V/def2-TZVPD",
  "species": ["C", "C", "C", "C", "C", "C", "C", "C", "C", "C", "C", "C", "N", "S", "H", "H", "H", "H", "H", "H", "H", "H", "H", "H", "H", "H", "H", "H", "H", "H", "H", "H", "H", "H", "H", "H"],
  "xyz": [[-1.69, -2.91, -0.21], [0.92, -2.35, -2.49], [-1.22, -2.03, 0.65], [1.35, -1.35, -1.75], [-1.17, -0.57, 0.39], [-0.04, 0.11, 0.32], [-2.52, 0.05, 0.21], [-0.25, 2.88, 1.51], [-0.74, 2.82, -1.01], [1.64, -0.52, 1.93], [1.73, -1.51, -0.31], [0.11, 2.40, 0.14], [1.31, -0.33, 0.51], [1.87, 2.52, -0.17], [-1.75, -3.96, 0.03], [-2.01, -2.62, -1.20], [0.70, -2.23, -3.54], [0.80, -3.35, -2.09], [-0.90, -2.34, 1.64], [1.49, -0.37, -2.17], [-3.14, -0.19, 1.08], [-3.01, -0.38, -0.66], [-2.47, 1.12, 0.10], [-0.36, 3.97, 1.48], [-1.20, 2.46, 1.84], [0.52, 2.65, 2.24], [-0.43, 3.81, -1.35], [-1.78, 2.89, -0.71], [-0.66, 2.13, -1.85], [1.35, 0.37, 2.49], [1.10, -1.37, 2.33], [2.71, -0.69, 2.05], [2.82, -1.61, -0.21], [1.26, -2.40, 0.11], [1.88, 0.50, 0.18], [1.79, 2.41, -1.50]],
  "lowdin_charge": [0.044, 0.043, -0.145, -0.155, -0.270, -0.028, -0.015, -0.117, -0.123, 0.022, -0.130, -0.646, -0.203, 0.898, 0.072, 0.075, 0.071, 0.073, 0.110, 0.103, 0.102, 0.096, 0.052, 0.102, 0.090, 0.071, 0.095, 0.079, 0.088, 0.100, 0.104, 0.113, 0.145, 0.126, 0.036, -0.079],
  "lumo_energy_ev": -2.9,
  "orbital_gap_ev": 9.53,
  "spin_multiplicity": 1,
  "relative_energy_kj_mol": 100.4,
  "total_charge": 1,
  "energy_ev": -25116.06596
}